Entry 1:
Computed, not measured: a structure of composition C3H5ClS, with ωB97M-V/def2-TZVPD.

Gap between HOMO and LUMO   8.20 eV
Energy relative to the best compared isomer or geometry (same formula, charge and spin)   37.88 kcal per mole
E_HOMO   -8.65 eV

Geometry (Å):
C: -1.12027 0.56742 -0.38403
C: -0.01592 0.84571 0.51530
C: 0.86846 -0.91940 0.09826
S: -2.50711 -0.26798 -0.01081
Cl: 1.58125 -0.99504 -1.44719
H: -0.87884 0.82067 -1.43989
H: -0.26374 0.84729 1.52441
H: 0.71423 1.53857 0.25795
H: -0.01989 -1.52691 0.07195
H: 1.64183 -0.91033 0.81406

Entry 2:
Computed, not measured: a structure of composition C6H22HgN2O7, with ωB97M-V/def2-TZVPD.

Gap between HOMO and LUMO   6.94 eV
Energy relative to the best compared isomer or geometry (same formula, charge and spin)   13.30 kcal per mole
E_HOMO   -6.60 eV

Geometry (Å):
Hg: 0.32199 -0.36002 0.17596
C: -3.60654 -1.56060 0.06846
C: -2.87880 -1.33571 -1.27708
O: -1.57946 -0.81414 -1.24762
H: -3.79229 -0.62498 0.59594
H: -3.06504 -2.26350 0.70155
H: -4.54201 -2.03142 -0.23378
H: -3.46394 -0.51790 -1.69766
H: -3.05647 -2.19301 -1.92637
C: 3.30249 -0.43819 1.85383
O: 1.99190 -0.00967 1.78491
H: 3.94198 0.42209 2.05157
H: 3.53682 -1.16674 2.62998
H: 3.60849 -0.87505 0.90323
C: 2.73575 0.74138 -1.78563
C: 2.23232 -0.58215 -2.39128
O: 1.49736 -1.42130 -1.47237
O: 1.76336 1.24960 -1.06801
H: 3.12712 1.29689 -2.63788
H: 3.58443 0.58557 -1.11962
H: 3.08477 -1.14912 -2.76545
H: 1.61866 -0.39462 -3.27239
H: 1.52191 -2.34547 -1.73106
H: 2.07141 2.11550 -0.79067
C: -1.23258 2.81820 0.51036
O: -0.65637 1.70585 0.37388
N: -0.78775 3.77131 1.25439
N: -2.27928 3.13283 -0.08272
H: -1.32259 4.62519 1.32477
H: -0.04539 3.49308 1.88015
H: -2.74862 4.02627 -0.12242
H: -2.63662 2.31414 -0.55404
O: -0.95564 -0.95717 2.13265
H: -1.53063 -0.41160 2.66927
H: -0.25349 -1.22247 2.72664
O: 0.24677 -2.84774 0.71897
H: -0.60947 -3.27399 0.75629
H: 0.85544 -3.50134 1.06328

Entry 3:
Computed, not measured: a structure of composition C22H46Cl2F6IrOP2, with ωB97M-V/def2-TZVPD.

Gap between HOMO and LUMO (alpha / beta)   2.07 / 3.14 eV
E_HOMO (alpha / beta)   0.44 / -3.50 eV
2S+1   5
Charge   -1

Geometry (Å):
Ir: -1.33466 0.75048 1.00929
Cl: -0.74613 1.49504 -1.15973
P: -2.90995 -0.36360 -0.08667
C: -2.61836 -1.25622 -1.68903
C: -3.94184 -1.44744 0.99320
C: -4.03917 1.00448 -0.64246
C: -1.28954 -2.02098 -1.73146
H: -2.55483 -0.41310 -2.39505
C: -3.78025 -2.15712 -2.11655
H: -3.92516 -3.00528 -1.43735
H: -3.53616 -2.56477 -3.10283
H: -4.73128 -1.62585 -2.21764
H: -0.43958 -1.32788 -1.80284
H: -1.27311 -2.66428 -2.62210
H: -1.14914 -2.66590 -0.85204
H: -3.73704 1.14737 -1.69128
C: -3.74580 2.28540 0.13027
C: -5.52602 0.64848 -0.62892
H: -5.80644 -0.08326 -1.39478
H: -6.10454 1.55669 -0.83719
H: -5.86617 0.26450 0.33698
H: -2.67550 2.37946 0.41488
H: -4.36726 2.36797 1.03292
H: -3.95170 3.13904 -0.52504
C: -3.23806 -2.76040 1.32840
H: -4.83477 -1.66848 0.38626
C: -4.35913 -0.70577 2.26567
H: -3.03048 -3.37014 0.44407
H: -3.88148 -3.34346 2.00086
H: -2.29641 -2.56065 1.85891
H: -3.46327 -0.39400 2.81942
H: -4.91760 -1.39156 2.91598
H: -4.97693 0.17813 2.08462
Cl: -1.09093 -0.62857 2.85845
H: -1.19993 -0.70750 0.35186
P: 3.48485 0.66546 -0.32068
C: 3.80436 2.30805 -1.01726
C: 4.34501 0.25002 1.24060
C: 3.29979 -0.61426 -1.60503
C: 2.92677 3.35988 -0.29865
H: 3.42875 2.21434 -2.05687
C: 5.29312 2.66239 -1.06959
H: 5.72309 2.81666 -0.07581
H: 5.42387 3.59151 -1.64105
H: 5.86729 1.88121 -1.58556
H: 1.86744 3.07840 -0.33482
H: 3.03357 4.33508 -0.79329
H: 3.20679 3.47436 0.75718
H: 2.65982 -0.10410 -2.35564
C: 2.49737 -1.82202 -1.07257
C: 4.61005 -1.00854 -2.29067
H: 5.00024 -0.19296 -2.91530
H: 4.43545 -1.86810 -2.95147
H: 5.39050 -1.29522 -1.56832
H: 1.72382 -1.51152 -0.35758
H: 3.15748 -2.55830 -0.59513
H: 1.98158 -2.31797 -1.90098
C: 4.27938 1.42018 2.23398
H: 5.38586 0.07908 0.92578
C: 3.74919 -1.02339 1.86531
H: 4.82275 2.31291 1.89484
H: 4.72650 1.11345 3.19074
H: 3.23312 1.69558 2.43462
H: 2.66073 -0.89768 2.02296
H: 4.21123 -1.20240 2.84008
H: 3.91996 -1.91430 1.25264
C: -1.89543 2.43665 3.92623
C: -0.63027 2.81155 3.13931
O: -0.36103 2.13310 1.96028
C: -0.74178 4.34054 2.70227
F: -0.88027 5.19613 3.75943
F: 0.31100 4.75473 1.96141
F: -1.85814 4.47596 1.92926
C: 0.64605 2.66077 4.07892
F: 0.46775 3.25495 5.29657
F: 0.90222 1.34733 4.30119
F: 1.76587 3.19247 3.51602
H: -2.72655 2.29592 3.22670
H: -2.13609 3.24698 4.61858
H: -1.73925 1.49867 4.47333

Entry 4:
Computed, not measured: a structure of composition C19H28BClN8O7Ru, with ωB97M-V/def2-TZVPD.

Gap between HOMO and LUMO (alpha / beta)   6.64 / 6.69 eV
Energy relative to the best compared isomer or geometry (same formula, charge and spin)   0.00 kcal per mole
E_HOMO (alpha / beta)   -4.88 / -4.89 eV
2S+1   2
Charge   -1

Geometry (Å):
Ru: 0.44422 -0.83518 -0.95755
C: 1.85357 -3.38303 1.26097
C: 1.01808 -2.38414 1.98316
C: 0.58193 -2.35281 3.31974
C: -0.14711 -1.18655 3.44552
C: -0.85255 -0.64672 4.64482
N: -0.13080 -0.56537 2.24926
N: 0.57599 -1.29543 1.37012
B: -0.65281 0.81509 1.86087
N: 0.53077 1.57343 1.20806
N: 1.32730 0.95636 0.31763
C: 2.35255 1.75035 0.03814
C: 3.40677 1.32835 -0.92869
C: 2.21202 2.93673 0.77822
C: 1.04543 2.78208 1.50765
C: 0.40861 3.74850 2.44954
N: -1.78410 0.65869 0.83223
N: -1.61378 -0.10313 -0.26039
C: -2.73736 -0.08962 -0.96826
C: -2.85924 -0.82421 -2.25729
C: -3.67500 0.71211 -0.29799
C: -3.03098 1.16600 0.83929
C: -3.54885 2.07695 1.90218
H: 2.59338 -3.83502 1.92020
H: 2.35414 -2.89177 0.42786
H: 1.22327 -4.16860 0.83999
H: 0.77629 -3.07612 4.09282
H: -0.76390 -1.35325 5.46752
H: -1.91126 -0.48675 4.43674
H: -0.42598 0.30805 4.95635
H: -1.04391 1.41049 2.81479
H: 3.28956 0.26428 -1.12962
H: 4.40311 1.50589 -0.52544
H: 3.31654 1.86652 -1.87465
H: 2.88081 3.78013 0.79493
H: 0.97309 4.67862 2.44765
H: 0.38599 3.35308 3.46583
H: -0.61908 3.95799 2.15075
H: -1.86936 -0.97365 -2.69021
H: -3.49180 -0.28320 -2.96065
H: -3.28431 -1.81507 -2.09738
H: -4.68464 0.92626 -0.60345
H: -4.56240 2.38261 1.65119
H: -2.92494 2.96685 1.99127
H: -3.56165 1.58060 2.87307
N: -0.17907 1.50815 -1.72836
C: -0.13353 1.61469 -3.17987
C: 0.98035 0.73600 -3.75190
O: 1.61837 1.11235 -4.73543
N: 1.06594 -0.43146 -3.11556
C: 1.88767 -1.46890 -3.63904
C: 2.97314 -1.88407 -2.56580
O: 4.05955 -2.24654 -2.99938
O: 2.55708 -1.78824 -1.36900
H: 0.51715 2.10384 -1.29829
H: -1.08876 1.75294 -1.35724
H: -1.07330 1.23613 -3.58849
H: 0.01810 2.63439 -3.54729
H: 1.32208 -2.40054 -3.71126
H: 2.38085 -1.20635 -4.57127
O: -0.17727 -4.87108 -1.50205
Cl: -0.94359 -3.66860 -1.52742
O: -0.35390 -2.71218 -2.44617
O: -2.29933 -3.93738 -1.90913
O: -0.90914 -3.01956 -0.24382

Entry 5:
Computed, not measured: a structure of composition C32H23CaF20GeN3O2SSe3, with ωB97M-V/def2-TZVPD.

Gap between HOMO and LUMO   8.30 eV
Energy relative to the best compared isomer or geometry (same formula, charge and spin)   17.93 kcal per mole
E_HOMO   -8.26 eV

Geometry (Å):
Ca: 0.72201 -0.69488 0.85029
N: 2.13465 1.15606 1.90973
C: 2.59870 1.90230 0.72677
C: 1.41656 2.33853 -0.12516
N: 0.73480 1.20382 -0.76253
C: 1.29327 0.77248 -2.05786
C: 1.94236 -0.60498 -2.02909
N: 1.00833 -1.60165 -1.47928
H: 2.92284 0.70279 2.36180
H: 1.71024 1.78460 2.58214
H: 3.18950 2.78480 0.99019
H: 3.25552 1.24048 0.15564
H: 0.68846 2.84668 0.51260
H: 1.75772 3.06679 -0.87013
H: -0.25419 1.40693 -0.86439
H: 0.48585 0.75914 -2.78842
H: 2.02729 1.50057 -2.41741
H: 2.26337 -0.84081 -3.04960
H: 2.83609 -0.61069 -1.39838
H: 0.15933 -1.65658 -2.03445
H: 1.43864 -2.51968 -1.47384
C: -5.26066 0.99669 -0.12176
Se: -3.56684 1.79830 -0.61718
C: -4.02517 2.20474 -2.46737
C: -4.43713 1.00757 -3.31115
Se: -2.92676 -0.15264 -3.72480
C: -3.91817 -1.42895 -4.79927
H: -5.21410 0.82376 0.95064
H: -5.40519 0.04273 -0.62247
H: -6.07674 1.68000 -0.34731
H: -3.15137 2.70363 -2.89033
H: -4.83467 2.93552 -2.45798
H: -4.85437 1.35139 -4.25853
H: -5.19136 0.40563 -2.80592
H: -4.36644 -0.93751 -5.65928
H: -4.68333 -1.90865 -4.19388
H: -3.21248 -2.18064 -5.14551
F: 3.22330 -6.85137 1.67065
C: 4.29525 -6.26388 2.21983
C: 4.65006 -4.97058 1.87743
C: 5.80188 -4.47175 2.46456
F: 6.23354 -3.24589 2.14324
C: 6.55815 -5.19749 3.36534
F: 7.66162 -4.68430 3.90834
C: 6.16046 -6.48014 3.69516
F: 6.87450 -7.19762 4.55637
C: 5.02596 -7.01994 3.11886
F: 4.65497 -8.26262 3.42733
Ge: 3.70266 -3.81050 0.59843
S: 3.19919 -1.90080 1.42024
C: 4.96718 -3.77777 -0.91894
C: 5.53814 -2.65131 -1.48500
F: 5.21211 -1.42101 -1.07549
C: 6.46638 -2.73207 -2.51107
F: 6.99111 -1.62516 -3.03911
C: 6.85320 -3.96796 -2.99109
F: 7.74630 -4.05235 -3.97137
C: 6.30918 -5.11867 -2.44666
F: 6.67925 -6.31262 -2.90753
C: 5.38421 -4.99743 -1.42989
F: 4.87574 -6.13169 -0.92018
C: 2.04719 -4.73510 0.01679
C: 1.09754 -5.02773 0.98486
F: 1.37738 -4.80765 2.27444
C: -0.14217 -5.56006 0.68784
F: -1.01951 -5.83603 1.64886
C: -0.46850 -5.81150 -0.63358
F: -1.65871 -6.31396 -0.94234
C: 0.44591 -5.53116 -1.63021
F: 0.12744 -5.75509 -2.90569
C: 1.68085 -5.00284 -1.29059
F: 2.50242 -4.70693 -2.31156
F: -2.64495 4.47142 6.64585
C: -2.59347 3.45918 5.78563
C: -3.57570 2.48390 5.79330
F: -4.58040 2.55572 6.66190
C: -3.49841 1.44654 4.88778
F: -4.46069 0.51029 4.89671
C: -2.47607 1.32873 3.95835
Se: -2.61056 -0.18665 2.77809
C: -1.50739 2.31617 3.97896
F: -0.46688 2.29617 3.13087
C: -1.55854 3.36999 4.87616
F: -0.60386 4.30032 4.86478
O: -1.46622 -0.93860 0.80012
O: -1.22162 0.21356 1.72124

Entry 6:
Computed, not measured: a structure of composition C10H14B2EuF4N6, with ωB97M-V/def2-TZVPD.

Gap between HOMO and LUMO (alpha / beta)   4.59 / 3.98 eV
Energy relative to the best compared isomer or geometry (same formula, charge and spin)   0.46 kcal per mole
E_HOMO (alpha / beta)   -16.04 / -15.80 eV
2S+1   8
Charge   +2

Geometry (Å):
C: -0.29240 3.39463 0.39555
N: -0.09457 2.10497 0.04413
N: 0.07504 2.09686 -1.34024
C: 0.02163 3.35080 -1.81292
C: -0.21576 4.21646 -0.74851
B: 0.30888 0.78494 -2.16400
N: 1.40138 -0.11130 -1.50673
N: 1.35969 -0.43986 -0.14886
C: 2.35426 -1.33423 0.06288
C: 3.04717 -1.56170 -1.14246
C: 2.40734 -0.77525 -2.09928
Eu: -0.30125 0.00241 1.64340
N: -1.01641 -0.01332 -2.08939
N: -1.49937 -0.42309 -0.84556
C: -2.59951 -1.15956 -1.10989
C: -2.81437 -1.23957 -2.50112
C: -1.79240 -0.48282 -3.07530
H: -3.20151 -1.58474 -0.31519
H: -1.54531 -0.25273 -4.10550
H: -3.59146 -1.76853 -3.01750
H: 0.59438 1.05746 -3.30001
H: 2.57474 -0.64413 -3.16232
H: 0.21679 3.51408 -2.86979
H: 3.89910 -2.20049 -1.28269
H: -0.27495 5.27785 -0.78198
H: 2.53003 -1.75768 1.05375
H: -0.46889 3.69752 1.42011
H: -0.57878 -2.78444 1.31532
C: -0.17208 -3.19035 2.26402
H: 0.26489 -4.17609 2.09884
H: 0.68356 -2.58185 2.61200
H: -0.93036 -3.26065 3.06632
F: -0.05206 1.36046 3.56313
B: -0.07153 0.41237 4.80293
F: 0.77542 -0.65216 4.38666
F: 0.40577 1.12936 5.85294
F: -1.40708 -0.00564 4.83727

Values of maximum force, in order: 0.0834, 0.1530, 0.0700, 0.0636, 0.0095, 0.0601, all in Eh/bohr.
Values of total energy, in order: -26547.329, -28061.600, -88371.634, -62188.675, -378298.174, -51078.871, all in eV.